(1)
Computed, not measured: a structure of composition C54H93I2N17O5PSSi at a distorted geometry, with ωB97M-V with the def2-TZVPD basis set.

```
174
Properties=species:S:1:pos:R:3
C -3.3152 3.3993 7.7049
C -2.9677 1.9503 8.1254
C -2.7599 1.0035 6.9467
I -1.4125 -0.5867 7.4414
C -4.0842 0.5363 6.2487
N -5.1078 0.2687 7.2428
C -5.0304 -0.6589 8.0230
S -5.0089 -1.9337 8.9269
C -3.7973 -0.6091 5.3025
N -4.7367 -0.7642 4.1366
I -6.2673 -2.1018 4.7958
C -5.1422 0.5398 3.4185
C -6.3650 0.1726 2.5502
C -6.7454 1.1156 1.3793
C -6.3297 0.5247 0.0223
C -7.1016 1.1663 -1.1505
C -6.3918 2.4389 -1.6163
C -5.2603 2.1067 -2.5970
C -4.8123 3.2995 -3.4371
C -4.1873 4.3983 -2.5583
C -2.8302 3.9766 -1.9846
C -1.6737 4.2399 -2.9521
C -0.4421 3.3763 -2.6531
C -0.5018 2.0446 -3.3927
O 0.2117 1.0303 -2.6788
C -0.4020 -0.2267 -2.8533
Si -3.5621 1.0752 2.3656
C -2.0779 1.5632 3.4114
C -3.7309 2.5634 1.2423
C -3.0048 -0.3598 1.2552
C -5.4762 1.5528 4.5533
O -6.7368 1.2826 5.1490
P -5.7189 3.3385 3.8449
O -4.3531 4.1294 4.2666
O -6.8644 3.9400 4.8361
O -4.4764 1.6908 5.5088
H -2.5741 4.0783 8.1233
H -4.3186 3.6792 8.0201
H -3.2192 3.4868 6.6235
H -3.6446 1.5622 8.8832
H -1.9970 2.0247 8.6204
H -2.2522 1.5864 6.1812
H -3.8542 -1.5417 5.8639
H -2.7788 -0.6320 4.9200
H -4.2320 -1.3240 3.4495
H -7.2656 0.0883 3.1532
H -6.1273 -0.7821 2.0774
H -6.4195 2.1440 1.5023
H -7.8351 1.1594 1.3075
H -5.2558 0.6131 -0.1544
H -6.5632 -0.5447 0.0020
H -7.1321 0.4306 -1.9549
H -8.1280 1.3721 -0.8412
H -7.1224 3.0367 -2.1728
H -6.0609 3.0531 -0.7786
H -4.3961 1.7252 -2.0473
H -5.6334 1.3290 -3.2666
H -5.6279 3.7315 -4.0199
H -4.0430 2.9519 -4.1337
H -4.8733 4.6747 -1.7551
H -4.0603 5.2855 -3.1849
H -2.6557 4.6146 -1.1130
H -2.8482 2.9510 -1.6110
H -1.3706 5.2845 -2.8724
H -1.9911 4.0622 -3.9847
H 0.4689 3.9079 -2.9310
H -0.3641 3.1538 -1.5858
H -0.0335 2.1384 -4.3754
H -1.5581 1.7592 -3.4735
H -1.2073 -0.3548 -2.1184
H 0.3291 -1.0220 -2.7099
H -0.8199 -0.3442 -3.8578
H -1.4986 0.7216 3.7943
H -1.4084 2.0627 2.7021
H -2.3120 2.3133 4.1630
H -4.4952 2.5226 0.4721
H -2.7717 2.6142 0.7136
H -3.8027 3.5191 1.7614
H -3.8602 -1.0105 1.0521
H -2.2397 -0.9235 1.7932
H -2.6008 0.0228 0.3218
H -7.4384 1.5727 4.5545
H -4.4419 4.4331 5.1826
H -6.7860 3.5843 5.7370
C 2.9049 0.6844 -6.4969
C 2.3540 2.0119 -6.2492
N 1.9258 3.0570 -6.0515
H 3.2709 0.6195 -7.5192
H 3.7249 0.4898 -5.8147
H 2.1335 -0.0687 -6.3474
C -0.3143 7.2266 0.5428
C -0.4617 5.8106 0.8631
N -0.5758 4.6965 1.1107
H -0.0360 7.3437 -0.5016
H -1.2479 7.7518 0.7164
H 0.4597 7.6662 1.1688
C 7.3717 0.5039 -7.3550
C 6.3408 -0.3200 -6.7358
N 5.5284 -0.9677 -6.2501
H 6.9158 1.2245 -8.0306
H 7.9267 1.0394 -6.5883
H 8.0596 -0.1219 -7.9190
C 6.5003 -4.5137 -4.9779
C 7.8994 -4.8713 -5.1720
N 8.9999 -5.1519 -5.3262
H 5.8963 -4.9315 -5.7805
H 6.1468 -4.9046 -4.0258
H 6.3929 -3.4300 -4.9822
C -0.5536 5.4160 10.8554
C -0.5746 4.0415 10.3707
N -0.5868 2.9600 9.9906
H -1.5584 5.7233 11.1384
H 0.0993 5.4910 11.7224
H -0.1848 6.0772 10.0738
C -4.2640 10.0267 0.1822
C -2.8354 9.7584 0.0955
N -1.7092 9.5500 0.0201
H -4.4247 11.0181 0.6035
H -4.7190 9.9767 -0.8135
H -4.7437 9.2861 0.8185
C -5.4110 -7.0954 3.6945
C -5.3788 -5.6636 3.9516
N -5.3561 -4.5332 4.1634
H -6.2743 -7.3403 3.0790
H -4.5021 -7.3931 3.1743
H -5.4837 -7.6346 4.6369
C -7.4007 -5.0304 7.3165
C -7.3703 -6.3768 6.7610
N -7.3372 -7.4369 6.3265
H -8.4147 -4.7626 7.6066
H -6.7523 -4.9686 8.1882
H -7.0432 -4.3382 6.5577
C -6.6725 10.1156 -4.2923
C -6.4590 9.6687 -2.9222
N -6.2900 9.3171 -1.8438
H -5.7155 10.2191 -4.7999
H -7.2825 9.3895 -4.8256
H -7.1817 11.0772 -4.2911
C 10.4233 -7.4083 -8.0109
C 10.9400 -6.7366 -9.1968
N 11.3464 -6.2081 -10.1295
H 9.5121 -7.9494 -8.2588
H 11.1626 -8.1128 -7.6327
H 10.2013 -6.6756 -7.2352
C 11.2303 2.7105 -6.5795
C 10.5106 2.3564 -7.7973
N 9.9471 2.0751 -8.7551
H 11.4763 3.7702 -6.5914
H 10.6129 2.4985 -5.7086
H 12.1494 2.1320 -6.5132
C 14.5326 -8.0661 -6.8197
C 13.5159 -8.9089 -6.2063
N 12.7126 -9.5748 -5.7288
H 14.0659 -7.3538 -7.4992
H 15.0730 -7.5242 -6.0469
H 15.2322 -8.6850 -7.3796
C -3.0089 -4.2073 12.8003
C -3.5994 -3.7257 11.5597
N -4.0612 -3.3461 10.5808
H -2.3206 -3.4629 13.1958
H -3.7926 -4.3932 13.5319
H -2.4670 -5.1322 12.6139
C 12.7037 -12.5811 -8.2789
C 13.9341 -11.8623 -8.5803
N 14.8993 -11.2931 -8.8135
H 11.9424 -12.3332 -9.0158
H 12.8870 -13.6535 -8.3022
H 12.3487 -12.2973 -7.2892
C 16.6338 -11.0954 -4.8722
C 16.6015 -9.6746 -4.5500
N 16.5786 -8.5555 -4.3023
H 15.9054 -11.6269 -4.2630
H 16.3923 -11.2405 -5.9248
H 17.6261 -11.4960 -4.6750
```

For the HOMO-LUMO gap, the calculation gives 6.875 eV. Its total charge is +1. As for the LUMO energy: -3.837 eV.

Atom charges from the Mulliken analysis, given in e for atoms 1 to 6: C -0.438; C -0.266; C -1.208; I 0.114; C 2.499; N -0.667

(2)
Computed, not measured: a structure of composition C55H101N13O5Rb at a distorted geometry, with ωB97M-V with the def2-TZVPD basis set.

```
175
Properties=species:S:1:pos:R:3
Rb 5.3477 0.8574 9.2433
C 6.3392 2.0643 4.4961
C 5.9988 2.1136 5.8995
C 6.9623 2.9160 6.9174
O 6.7006 3.0769 8.1194
C 8.1879 3.4001 6.3244
C 8.4499 3.3369 4.9668
C 7.5176 2.6247 4.0082
O 7.6897 2.5642 2.7539
O 9.5253 3.9344 4.5900
O 5.0632 1.4227 6.3515
H 5.6590 1.5243 3.8558
H 8.8497 3.9530 6.9739
C 5.2692 5.3436 4.7031
C 5.3750 5.4105 3.1894
N 6.2851 6.3970 2.6249
C 7.6652 6.3504 2.4932
C 8.0782 7.4077 1.7570
N 6.9468 8.1005 1.4164
C 5.8896 7.5001 1.9287
C 6.9457 9.2982 0.5540
H 4.6901 6.1664 5.1261
H 6.2661 5.3888 5.1387
H 4.8402 4.3994 5.0422
H 4.4230 5.5845 2.6882
H 5.7648 4.4498 2.8386
H 8.1845 5.4429 2.7724
H 9.0334 7.7487 1.3986
H 4.8392 7.7078 1.7999
H 6.5113 10.1221 1.1161
H 6.2617 9.0989 -0.2723
H 7.8915 9.5688 0.0971
C -0.4021 -1.8448 -0.2862
C -0.2599 -0.4031 0.1181
N 1.1100 -0.0969 0.5562
C 1.5801 -0.2917 1.8330
C 2.7720 0.3748 1.9837
N 3.1202 0.7631 0.6975
C 2.1068 0.5003 -0.1189
C 4.2564 1.5773 0.2975
H -1.4493 -2.1294 -0.3849
H -0.0557 -2.4961 0.5225
H 0.1486 -2.0827 -1.1938
H -0.9341 -0.1722 0.9416
H -0.4645 0.2360 -0.7411
H 0.9780 -0.6587 2.6482
H 3.5011 0.5076 2.7644
H 2.1163 0.6625 -1.1863
H 3.9771 2.6256 0.1809
H 4.5794 1.2107 -0.6754
H 5.0730 1.5721 1.0190
C 10.8497 3.0351 9.2314
C 9.6789 2.1722 9.8031
N 8.9475 2.8216 10.8725
C 8.3803 4.0758 10.7652
C 7.8774 4.3079 12.0179
N 8.0587 3.1918 12.7941
C 8.6816 2.2637 12.0597
C 7.5916 3.0999 14.1789
H 10.5026 3.5301 8.3256
H 11.7319 2.4456 9.0021
H 11.0836 3.7646 10.0051
H 10.1709 1.2778 10.1886
H 8.9692 1.7848 9.0708
H 8.3182 4.6035 9.8316
H 7.3449 5.1494 12.4314
H 9.0378 1.3181 12.4356
H 6.5174 3.2740 14.2115
H 8.1210 3.7924 14.8271
H 7.7185 2.0791 14.5356
C 13.8134 5.2851 -2.2170
C 13.8925 3.9603 -1.4848
N 12.5182 3.5182 -1.0787
C 12.1082 2.2009 -1.1047
C 10.8033 2.2043 -0.7061
N 10.5103 3.4564 -0.2582
C 11.5625 4.2546 -0.5099
C 9.2645 3.8402 0.3596
H 13.4745 5.2070 -3.2497
H 14.8120 5.7029 -2.3616
H 13.2383 6.0158 -1.6517
H 14.4076 4.0015 -0.5263
H 14.2884 3.1926 -2.1444
H 12.8238 1.4735 -1.4496
H 10.0918 1.4021 -0.6092
H 11.5972 5.3135 -0.3271
H 8.7173 4.4468 -0.3661
H 9.3702 4.2865 1.3413
H 8.6736 2.9351 0.4822
C 8.1268 7.1986 5.8625
C 9.4217 7.9064 5.4573
N 10.2696 8.0905 6.6457
C 10.4765 9.3229 7.2402
C 11.4705 9.2106 8.1237
N 11.7885 7.8651 8.2221
C 11.0558 7.2191 7.2882
C 12.7183 7.2975 9.1833
H 7.6305 6.8724 4.9466
H 7.3589 7.7968 6.3515
H 8.3698 6.2799 6.3929
H 9.2310 8.9191 5.1153
H 9.9649 7.2446 4.7855
H 10.0073 10.1965 6.8173
H 11.9861 9.9078 8.7646
H 11.1788 6.2073 6.9331
H 13.7608 7.4517 8.9125
H 12.5537 6.2212 9.1008
H 12.5055 7.5875 10.2078
C 0.0561 2.8829 3.2291
C 1.1690 3.2429 4.1294
O 2.1880 3.7642 3.8691
N 0.8810 2.8071 5.5776
H 0.2553 3.5445 5.9273
H 0.3411 1.9419 5.6150
C 2.1563 2.7477 6.4574
H 0.3315 2.9963 2.1773
H -0.8825 3.4217 3.3742
H -0.1863 1.8164 3.1504
H 2.9227 2.1868 5.9249
H 1.8340 2.3063 7.3932
H 2.5731 3.7473 6.5392
C 9.2299 -0.6710 3.5322
C 10.2734 0.3801 3.2887
C 11.6272 -0.0570 3.8199
N 12.7084 1.0193 3.7762
C 12.4695 2.0237 4.8914
C 14.0404 0.3178 4.0660
C 15.1708 1.1190 3.4241
C 14.4430 1.9689 2.3775
C 12.9448 1.7812 2.4840
H 8.2819 -0.2884 3.1486
H 9.1318 -1.0089 4.5648
H 9.4087 -1.5704 2.9366
H 9.9806 1.3164 3.7644
H 10.4508 0.4135 2.2105
H 11.9993 -0.9166 3.2634
H 11.5732 -0.3582 4.8672
H 13.3347 2.6805 4.9122
H 12.3829 1.4962 5.8386
H 11.5170 2.4923 4.6431
H 14.1153 0.1301 5.1348
H 13.9740 -0.6684 3.6050
H 15.6087 1.7418 4.2069
H 16.0184 0.5172 3.1071
H 14.7841 2.9983 2.5030
H 14.7480 1.7354 1.3563
H 12.2203 2.5881 2.3866
H 12.6186 1.0680 1.7205
C 4.9408 -1.7539 5.8381
C 4.5357 -2.9518 6.6878
C 4.4390 -2.7465 8.2154
N 3.6680 -3.8248 8.9445
C 4.1990 -5.2078 8.6608
C 2.1489 -3.7113 8.6847
C 1.5179 -4.3637 9.9173
C 2.3646 -3.8334 11.0547
C 3.7322 -3.4880 10.4338
H 5.7619 -1.2068 6.3002
H 4.1228 -1.0258 5.8439
H 5.1042 -1.9870 4.7905
H 5.2315 -3.7680 6.4798
H 3.5674 -3.4111 6.4633
H 3.9955 -1.7667 8.4646
H 5.4530 -2.7774 8.6240
H 5.2238 -5.1212 9.0190
H 4.0448 -5.4512 7.6158
H 3.6947 -5.9285 9.3003
H 1.8884 -4.1069 7.7062
H 1.9704 -2.6351 8.6984
H 1.5440 -5.4488 9.8707
H 0.4933 -3.9957 9.9497
H 2.5265 -4.6509 11.7593
H 1.9596 -3.0305 11.6656
H 4.5436 -4.1018 10.8250
H 3.9827 -2.4572 10.6807
```

For the HOMO-LUMO gap, the calculation gives 6.840 eV. Its total charge is +7. As for the LUMO energy: -12.804 eV.

Atom charges from the Mulliken analysis, given in e for atoms 1 to 6: Rb 0.971; C -0.322; C 0.043; C -0.097; O -0.794; C -0.266